{"formula": "BH4NS", "method": "ωB97M-V/def2-TZVPD", "max_force_ev_per_a": 4.57, "spin_multiplicity": 1, "orbital_gap_ev": 9.56, "homo_ev": -9.1, "species": ["N", "H", "S", "H", "H", "H", "B"], "xyz": [[0.997005, -0.131093, -0.631626], [-2.580101, -0.236649, 0.816675], [-1.832396, 0.268682, -0.261377], [0.855736, -0.605005, -1.560608], [0.645604, 0.407995, 1.815501], [1.998933, 0.106890, -0.354667], [-0.084782, 0.189180, 0.176101]], "forces_ev_per_a": [[1.017, -0.121, -1.159], [1.363, 0.619, -0.796], [-0.917, -0.490, 0.297], [0.481, 1.013, 1.344], [-1.792, -0.185, -3.087], [-2.279, -0.750, -0.639], [2.127, -0.085, 4.040]], "mulliken_charge": [-0.2456, 0.1585, -0.3141, 0.2389, -0.1103, 0.2331, 0.0396]}

---

{"formula": "BH4Rb", "method": "ωB97M-V/def2-TZVPD", "max_force_ev_per_a": 4.45, "spin_multiplicity": 1, "orbital_gap_ev": 8.24, "homo_ev": -8.9, "species": ["B", "Rb", "H", "H", "H", "H"], "xyz": [[-0.090190, 0.380635, -0.196053], [0.474480, -1.877125, 0.953227], [0.861790, -0.084555, 0.007837], [-0.663780, -0.365995, -0.723093], [-0.642160, 0.643695, 0.692967], [0.059860, 1.303345, -0.734883]], "forces_ev_per_a": [[0.160, 1.192, -0.658], [-0.242, -2.127, 1.189], [3.940, -0.135, 0.301], [-2.394, -2.848, -2.442], [-1.903, 0.691, 3.908], [0.440, 3.228, -2.299]], "mulliken_charge": [0.2027, 0.8212, -0.3599, -0.2260, -0.1922, -0.2458]}

---

{"formula": "BH5INO3PS", "method": "ωB97M-V/def2-TZVPD", "charge": -1, "max_force_ev_per_a": 3.17, "spin_multiplicity": 1, "orbital_gap_ev": 7.57, "homo_ev": -4.6, "species": ["I", "B", "H", "S", "O", "H", "H", "N", "O", "H", "H", "P", "O"], "xyz": [[3.613949, 0.147569, 0.829069], [1.467917, 0.056366, 0.238655], [-4.122190, -0.714235, 1.161349], [1.882565, -2.461940, -1.772791], [-4.057971, 0.035275, 1.772162], [0.976077, -0.725436, 0.965214], [0.112821, -0.239524, -2.118382], [-0.310368, 1.469634, 0.823842], [0.949240, 1.433528, 0.351928], [2.359189, 0.318785, -2.313457], [-3.268320, 0.512091, 1.475345], [1.449765, -0.551269, -1.597175], [-1.052674, 0.719157, 0.184240]], "forces_ev_per_a": [[0.548, 0.073, 0.103], [0.569, -0.029, -0.603], [0.099, 0.303, 0.239], [0.038, -0.235, -0.380], [0.068, -0.135, -0.307], [-0.417, -0.235, 0.110], [1.126, 0.032, 0.124], [-1.456, -1.262, -2.513], [-0.621, 0.495, 1.235], [-0.723, -0.308, 0.132], [-0.053, -0.160, 0.012], [-0.362, -0.091, -0.196], [1.182, 1.553, 2.044]], "mulliken_charge": [-0.2242, 0.1396, 0.3121, -0.4886, -0.6656, -0.1515, 0.0044, 0.2096, -0.1754, 0.0433, 0.3518, 0.0165, -0.3721]}

---

{"formula": "BH5NO5P", "method": "ωB97M-V/def2-TZVPD", "max_force_ev_per_a": 3.59, "spin_multiplicity": 1, "orbital_gap_ev": 10.44, "homo_ev": -10.4, "smiles": "NB(O)OP(=O)(O)O", "species": ["H", "B", "O", "O", "H", "N", "O", "O", "O", "H", "P", "H", "H"], "xyz": [[1.318978, -1.628485, -0.199752], [1.224500, 0.345465, 0.501610], [-2.536736, -0.158998, 1.163571], [2.092518, 1.343813, -0.026956], [-0.988296, -0.815629, -1.771627], [1.703820, -1.047310, 0.542270], [-1.798793, 1.392271, -0.831144], [-0.043515, 0.786383, 1.013675], [-1.006561, -1.059188, -0.831699], [2.720388, -1.080259, 0.502056], [-1.328474, 0.288426, 0.092115], [2.013487, 1.424773, -0.983817], [-3.371316, 0.208737, 0.829697]], "forces_ev_per_a": [[-0.156, -0.184, 0.608], [1.449, 0.336, -0.462], [2.478, 0.282, -1.340], [-1.117, -0.707, 0.893], [-0.177, 0.274, 0.344], [-0.438, 1.144, -0.194], [0.952, -2.061, 1.636], [-1.191, -2.614, -2.147], [0.302, 1.081, 1.798], [-0.300, 0.043, -0.251], [-2.242, 2.348, -0.938], [0.128, 0.051, 0.134], [0.311, 0.009, -0.079]], "mulliken_charge": [0.2586, 0.6726, -0.5084, -0.5695, 0.3563, -0.5574, -0.6449, -0.3658, -0.5265, 0.2665, 0.9641, 0.3061, 0.3483]}

---

{"formula": "BaF30P5", "method": "ωB97M-V/def2-TZVPD", "charge": -3, "max_force_ev_per_a": 3.73, "spin_multiplicity": 1, "orbital_gap_ev": 11.57, "homo_ev": -4.9, "species": ["F", "F", "F", "P", "F", "F", "F", "P", "F", "F", "F", "F", "F", "P", "F", "F", "F", "F", "F", "F", "F", "F", "F", "F", "F", "F", "F", "F", "F", "Ba", "F", "F", "P", "F", "F", "P"], "xyz": [[-3.362022, -1.293785, 2.414256], [-1.221948, 1.392428, -3.123830], [0.635247, -1.689360, -2.620536], [4.044449, -0.512941, 0.978221], [0.638952, 2.168169, 1.347431], [-1.443702, -1.647825, 3.635650], [4.953426, 0.086543, -0.184971], [0.285516, -3.138989, -1.933879], [-2.397837, -0.390403, -2.568854], [1.654834, -3.761261, -2.508371], [0.790767, 3.977419, 0.008800], [-0.482304, -3.623228, -3.271173], [-0.188835, -1.429641, 1.847143], [-1.781248, -1.288374, 2.095358], [-2.169593, 1.368391, -1.027533], [5.276412, -0.687878, 2.047698], [-1.291879, 3.219806, 0.941411], [-2.048783, -0.793994, 0.579635], [-3.034143, 2.774121, -2.637004], [1.559421, 4.031629, 2.180679], [-2.042339, -2.876929, 1.700519], [1.000921, -2.466973, -0.661198], [4.365470, -2.028485, 0.312251], [-0.317751, 5.249796, 1.367689], [0.031959, -4.499272, -1.105479], [-4.296934, 1.074195, -2.128558], [2.926569, -1.199115, 2.075849], [-3.073122, 1.011963, -4.072562], [2.780150, -0.386598, -0.042735], [0.241008, 0.162566, -0.217236], [3.626376, 0.868488, 1.609804], [-1.755750, 0.305228, 2.370973], [0.152514, 3.677754, 1.475997], [-0.266218, 3.504749, 3.039005], [-1.047813, -2.351357, -1.387152], [-2.741767, 1.193164, -2.537297]], "forces_ev_per_a": [[-0.406, 0.583, 0.224], [1.353, 0.921, 1.154], [0.400, 0.330, -1.428], [-1.081, -3.398, 1.087], [0.412, -1.539, 0.199], [-0.370, 0.108, -0.036], [0.656, 0.805, 0.484], [-0.405, 1.357, -0.207], [-0.877, 0.022, 1.660], [0.122, 0.139, 0.160], [-0.073, -0.948, -0.379], [-0.081, -0.157, 0.678], [0.107, 0.416, -0.759], [-2.369, -1.481, 1.291], [-0.494, -0.294, -0.113], [-0.668, 0.141, -0.915], [0.422, 0.143, 0.021], [0.093, -1.129, -0.909], [0.650, 0.598, 0.115], [1.227, 0.833, -0.996], [1.252, 1.010, -0.025], [1.307, -0.716, 1.483], [-0.337, 1.286, 1.222], [-0.166, -0.363, 1.250], [-0.595, 0.516, -0.491], [0.465, -1.201, 0.669], [1.651, 0.060, -1.068], [-1.973, 0.244, -1.883], [-0.510, 0.099, -0.739], [-0.332, -0.388, -0.971], [0.699, 1.140, -0.101], [1.121, 0.042, 1.005], [0.122, 2.598, 0.731], [-1.753, -0.276, -0.540], [-0.489, -1.479, -0.124], [0.918, -0.020, -1.747]], "mulliken_charge": [-0.3832, -0.4057, -0.3378, 1.3068, -0.3843, -0.4088, -0.3821, 1.1489, -0.2629, -0.3865, -0.3772, -0.3942, -0.4403, 1.2392, -0.3907, -0.3841, -0.3205, -0.3863, -0.3878, -0.3711, -0.3932, -0.3505, -0.4025, -0.3912, -0.3803, -0.3660, -0.3962, -0.3867, -0.4853, 2.1408, -0.3225, -0.2889, 1.1460, -0.3602, -0.2575, 1.2025]}

---

{"formula": "BaH36O18", "method": "ωB97M-V/def2-TZVPD", "charge": 2, "max_force_ev_per_a": 1.92, "spin_multiplicity": 1, "orbital_gap_ev": 11.29, "homo_ev": -16.0, "species": ["H", "H", "O", "H", "H", "H", "H", "H", "H", "H", "H", "H", "O", "O", "O", "H", "H", "O", "H", "H", "H", "H", "O", "H", "H", "O", "H", "O", "O", "O", "O", "H", "H", "O", "H", "O", "O", "H", "H", "H", "H", "O", "H", "H", "H", "H", "O", "H", "O", "H", "H", "Ba", "H", "O", "H"], "xyz": [[1.703349, -3.120235, -2.782940], [-1.936807, 1.341311, 2.962969], [1.299738, -2.302270, -2.536170], [0.047302, 2.727072, -0.425112], [-1.607985, -3.344748, -1.090210], [-1.316256, -2.215120, -4.268972], [-2.888464, -2.621966, -0.802498], [-0.044294, -5.699541, -1.582219], [-1.962950, 4.461323, 3.672792], [0.143485, 3.716702, -2.314131], [0.490170, 3.624290, 3.230895], [1.770498, 1.311103, 2.852867], [-1.138015, 4.157034, 4.049604], [-0.192509, -4.930442, -2.152588], [1.460131, 0.402218, 2.627215], [0.944664, 2.626875, 0.907014], [-0.433810, 2.163113, -4.695237], [0.197560, 4.072372, -1.410701], [1.681766, -1.647704, -3.086654], [2.948526, 1.342286, -0.265024], [-0.508942, 1.185604, -2.542564], [2.031418, 3.877358, 3.360000], [1.382775, 3.405108, 2.841547], [-4.416393, -0.350072, -0.562837], [-2.836253, 0.172290, 2.359878], [-1.981894, 0.616759, 2.291341], [1.277112, -1.742450, 6.652424], [0.809651, -1.199788, 6.029748], [-0.877447, -2.459053, 2.569290], [0.204788, 2.363988, -3.992495], [-2.027205, -2.746893, -0.422948], [2.662089, 0.549488, -2.659119], [1.033926, 1.977233, -4.282040], [0.458385, 2.090440, 0.224060], [0.493329, -0.468731, 6.569776], [3.003823, 0.471232, -0.745322], [2.581323, 0.079751, -3.499021], [-0.951617, 4.749538, 4.764951], [2.148007, -2.339724, -0.519698], [-0.785253, -5.254649, -2.832982], [-0.596440, 4.619067, -1.335114], [-0.669594, 0.388589, -2.015047], [-1.969363, -0.914854, -4.805257], [3.315433, 0.402705, -4.004050], [-0.927430, -0.298795, -2.635634], [2.548224, -3.269585, 0.617262], [-4.282413, -0.884199, 0.205506], [-1.326602, -2.295978, 3.388162], [-1.831494, -1.431904, -4.025577], [-5.126517, -1.309224, 0.322699], [1.685962, -0.127874, 3.382442], [-0.267942, -0.559722, 0.660727], [3.971463, 0.295962, -0.797865], [1.968404, -2.500073, 0.418042], [-1.359413, -3.155218, 2.128814]], "forces_ev_per_a": [[0.209, -0.980, -0.285], [-0.200, -0.964, -0.776], [-1.083, -0.316, 1.437], [0.878, -0.138, 0.651], [0.102, 0.388, 0.770], [-0.108, 0.364, -0.111], [-0.954, 0.474, 0.068], [-0.006, 0.186, -0.154], [-0.236, 0.191, -0.151], [0.212, 0.102, -0.044], [0.993, -0.079, -0.363], [-0.498, -0.529, -0.254], [0.147, -0.790, -0.584], [-0.051, 0.015, 0.448], [0.066, 1.099, -0.361], [-0.800, -0.377, -0.886], [0.295, 0.255, 0.164], [-0.670, 0.013, -0.483], [0.870, 1.418, -0.959], [-0.072, -1.244, -0.692], [0.221, -0.120, -0.089], [0.218, 0.301, 0.154], [-1.204, -0.422, 0.063], [-0.043, 0.712, -0.806], [-0.153, 0.283, 0.139], [-0.017, 0.791, 0.786], [0.425, -0.574, 0.402], [-0.371, 0.571, -0.497], [0.505, 0.380, -0.611], [-0.681, 0.001, 0.043], [1.329, -0.755, -0.689], [-0.122, -0.177, 0.533], [0.305, -0.239, -0.025], [0.213, 0.158, 0.879], [-0.060, 0.050, -0.029], [0.863, 1.252, 0.560], [-0.658, 0.118, 0.012], [0.123, 0.543, 0.720], [-0.166, 0.109, -0.265], [-0.078, -0.169, -0.243], [0.197, 0.152, 0.006], [-0.021, 0.136, 0.784], [-0.125, 0.235, -0.902], [0.675, 0.047, -0.664], [-0.213, -0.350, -0.511], [-0.701, 0.792, 0.115], [0.658, -0.328, 0.554], [-0.271, 0.054, 0.833], [0.333, -0.553, 1.116], [-0.547, -0.346, 0.284], [0.184, -0.562, 0.693], [0.787, -0.010, -0.740], [-0.917, 0.047, 0.163], [0.518, -0.699, 0.011], [-0.303, -0.513, -0.212]], "mulliken_charge": [0.2718, 0.2188, -0.5031, 0.2790, 0.3072, 0.3191, 0.2740, 0.2956, 0.3153, 0.3191, 0.3801, 0.2446, -0.6375, -0.5672, -0.3800, 0.1853, 0.3102, -0.6613, 0.2761, 0.2808, 0.1772, 0.2808, -0.6292, 0.3045, 0.2650, -0.4512, 0.3078, -0.6061, -0.5182, -0.6756, -0.4897, 0.3730, 0.3199, -0.3491, 0.3163, -0.4964, -0.6585, 0.2950, 0.3084, 0.3016, 0.3258, -0.2041, 0.2922, 0.3030, 0.2141, 0.2260, -0.5466, 0.2624, -0.6488, 0.2840, 0.2092, 1.2870, 0.2728, -0.4703, 0.2897]}